No. 1
# C30H27N2O8S2W

C30H27N2O8S2W as an isolated structure (ωB97M-V/def2-TZVPD, the OMol25 dataset).

XYZ file:
```
70
Properties=species:S:1:pos:R:3:forces:R:3
W 0.036 -1.025 0.753 -0.114 -0.696 -0.204
O -1.163 -2.900 4.173 0.086 0.046 0.097
C -1.069 -2.180 3.224 -0.090 0.025 -0.166
O -0.025 -2.154 2.394 0.189 -0.029 0.084
C -2.197 -1.307 2.695 -0.067 -0.012 0.002
C -2.866 -2.106 1.556 -0.026 -0.047 0.005
C -4.277 -1.610 1.305 -0.002 -0.039 -0.046
C -4.018 -0.169 0.819 -0.039 -0.001 -0.029
C -2.508 -0.173 0.606 0.148 -0.015 0.137
O -2.154 -1.591 0.364 0.042 0.026 0.076
C -1.708 -0.093 1.902 0.141 0.178 0.071
C 0.394 0.667 2.769 0.008 0.490 0.009
O 0.380 1.836 2.277 0.011 -0.285 0.385
O 0.619 0.141 3.786 -0.047 -0.095 -0.047
H -2.897 -1.081 3.500 0.006 -0.008 -0.027
H -2.740 -3.183 1.617 0.027 0.042 -0.022
H -4.885 -1.665 2.206 0.004 -0.004 0.011
H -4.751 -2.210 0.530 -0.007 0.009 0.011
H -4.288 0.578 1.565 -0.005 0.014 -0.017
H -4.548 0.063 -0.102 -0.001 -0.013 0.010
H -2.157 0.430 -0.225 -0.048 -0.052 0.038
H -1.779 0.861 2.414 -0.105 -0.033 -0.004
C 3.164 1.217 1.504 -0.042 0.030 -0.086
C 3.229 -0.222 1.125 0.133 -0.012 0.027
N 2.263 -1.087 0.850 -0.221 0.043 0.093
C 2.790 -2.351 0.589 -0.098 -0.083 0.040
C 4.136 -2.430 0.670 -0.007 -0.016 -0.047
S 4.779 -0.910 1.061 0.062 -0.030 0.050
C 1.893 -3.432 0.196 0.033 0.161 0.152
C 2.237 -4.692 -0.156 0.045 -0.009 -0.033
S 0.862 -5.527 -0.701 -0.012 -0.037 0.016
C -0.120 -4.162 -0.420 0.039 -0.079 -0.083
N 0.551 -3.148 0.074 -0.099 0.179 0.044
C -1.564 -4.229 -0.779 -0.030 0.044 -0.005
H 2.523 1.775 0.828 -0.012 0.006 0.033
H 4.165 1.643 1.441 -0.002 -0.007 -0.022
H 2.828 1.342 2.532 -0.019 -0.035 -0.016
H 4.757 -3.292 0.502 0.021 -0.019 -0.015
H 3.214 -5.143 -0.152 0.032 -0.021 0.000
H -1.715 -4.990 -1.542 0.010 -0.008 0.004
H -1.908 -3.273 -1.162 0.020 -0.012 0.014
H -2.161 -4.515 0.088 -0.011 0.028 -0.010
O 0.241 0.902 0.123 -0.029 0.097 -0.036
C 0.269 1.266 -1.267 0.012 0.086 0.038
C 0.118 -0.057 -2.051 0.094 0.074 0.260
O 0.176 -0.134 -3.242 -0.122 -0.030 -0.037
O -0.027 -1.106 -1.246 -0.011 0.141 -0.297
C -0.880 2.221 -1.577 -0.013 0.008 -0.047
C -1.580 2.862 -0.559 -0.007 0.019 0.001
C -2.593 3.764 -0.857 0.006 -0.004 -0.019
C -2.916 4.037 -2.176 0.005 -0.018 0.015
C -2.217 3.405 -3.195 -0.002 -0.016 0.015
C -1.205 2.506 -2.902 0.038 0.038 0.028
C 1.634 1.884 -1.553 0.068 -0.134 -0.088
C 2.702 1.079 -1.945 -0.048 -0.019 0.005
C 3.971 1.616 -2.088 0.027 0.088 0.033
C 4.189 2.965 -1.836 0.016 -0.078 0.003
C 3.130 3.772 -1.453 -0.079 0.034 0.007
C 1.855 3.236 -1.321 0.022 0.006 0.044
H 0.271 1.668 1.210 0.088 0.001 -0.391
H -1.347 2.671 0.480 -0.013 0.022 -0.015
H -3.123 4.257 -0.053 -0.011 0.012 0.018
H -3.705 4.739 -2.409 -0.007 0.014 -0.008
H -2.457 3.615 -4.229 -0.010 0.004 -0.017
H -0.660 2.024 -3.700 0.020 -0.025 -0.033
H 2.546 0.029 -2.163 0.004 0.012 0.002
H 4.790 0.986 -2.412 0.009 -0.018 -0.004
H 5.178 3.387 -1.952 0.021 0.008 -0.010
H 3.288 4.826 -1.270 0.003 0.014 0.003
H 1.031 3.875 -1.035 -0.040 0.040 -0.001
```
Forces are in eV/Å.

Summary:
HOMO-LUMO gap (alpha / beta)	0.294 / 0.245	hartree
2S+1	3
strongest force on any atom	0.73	eV Å⁻¹
total charge	+1
ΔE to the lowest compared entry with this formula, charge and spin	323.9	kJ/mol

natural (NBO) population analysis, charges in e, atoms 1 to 4: 1.95 -0.54 0.82 -0.78



No. 2
# C30H28BCl5F5N6O4SSeZr

C30H28BCl5F5N6O4SSeZr as an isolated structure (ωB97M-V/def2-TZVPD, the OMol25 dataset).

XYZ file:
```
82
Properties=species:S:1:pos:R:3:forces:R:3
Zr -0.501 0.356 -0.784 1.632 0.082 2.039
C 1.688 -2.579 3.803 0.145 -0.153 0.295
C 1.168 -2.352 2.364 -0.881 -0.571 0.204
C 1.152 -3.675 1.550 -0.026 0.295 -0.297
C 1.912 -1.245 1.715 1.240 2.291 -0.809
C 3.294 -1.002 2.005 -1.300 1.202 -0.790
C 3.541 0.286 1.522 -0.714 -0.339 -0.388
N 2.417 0.742 0.909 0.544 -1.854 1.131
N 1.395 -0.178 0.986 1.335 -1.133 0.966
B 2.233 2.156 0.432 0.407 0.638 0.044
N 2.093 2.126 -1.070 0.272 1.095 -2.974
C 2.448 3.134 -1.950 -0.702 -1.918 0.705
C 2.269 2.675 -3.250 -0.032 -0.703 0.584
C 1.843 1.318 -3.113 -0.045 1.371 1.488
N 1.672 1.034 -1.777 0.146 0.493 -0.926
C 1.722 0.290 -4.192 -0.257 -0.409 0.212
C 0.802 0.688 -5.364 -0.346 -0.495 0.957
C 3.115 -0.083 -4.703 1.206 -0.006 0.289
N 1.050 2.776 1.153 -0.847 0.862 0.662
C 1.073 3.975 1.794 -0.595 -0.865 0.200
C -0.122 4.128 2.493 -0.117 -1.286 -0.513
C -0.843 2.906 2.227 2.229 0.686 -1.292
N -0.126 2.116 1.364 -0.347 1.274 1.099
C -2.136 2.507 2.799 -0.481 -0.509 0.075
C -3.274 3.369 2.227 -0.143 0.025 -0.248
C -2.113 2.577 4.330 0.418 0.265 0.430
H 0.949 -3.196 4.345 0.420 0.036 -0.223
H 2.692 -3.072 3.860 -0.844 0.288 -0.209
H 1.762 -1.631 4.355 0.005 -0.184 -0.234
H 0.124 -2.018 2.491 0.414 -0.126 -0.120
H 1.966 -3.678 0.798 -0.497 -0.105 0.368
H 1.266 -4.546 2.199 0.072 0.072 0.039
H 0.173 -3.782 1.058 0.490 0.001 -0.167
H 3.959 -1.679 2.498 0.178 0.024 0.240
H 4.395 0.968 1.572 -0.321 -0.573 -0.012
H 3.207 2.853 0.693 -0.228 -0.336 0.003
H 2.821 4.045 -1.526 0.031 0.290 -0.143
H 2.366 3.237 -4.179 0.158 -0.298 0.414
H 1.330 -0.613 -3.692 -0.103 0.298 -0.283
H 1.232 1.503 -5.927 0.099 0.253 -0.245
H 0.667 -0.189 -6.002 0.068 0.122 -0.138
H -0.180 1.003 -4.983 0.478 -0.145 -0.371
H 3.639 0.756 -5.220 -0.506 -0.387 0.351
H 3.801 -0.430 -3.879 -0.760 0.356 -0.694
H 3.034 -0.903 -5.420 -0.003 -0.007 -0.016
H 1.991 4.548 1.771 -0.291 0.084 -0.049
H -0.462 4.951 3.123 0.283 -0.342 -0.263
H -2.256 1.439 2.483 -0.272 0.840 0.334
H -3.206 4.446 2.482 0.278 -0.575 0.049
H -3.248 3.275 1.136 -0.192 0.143 0.250
H -4.248 3.017 2.587 0.110 -0.018 -0.092
H -2.002 3.621 4.719 -0.228 -0.735 -0.443
H -3.030 2.142 4.714 -0.289 0.132 0.171
H -1.293 1.998 4.780 -0.080 0.105 -0.317
F -4.528 -3.910 2.855 -0.025 0.128 0.219
C -4.212 -2.711 2.354 -0.018 0.368 -0.093
C -2.894 -2.439 2.011 0.371 -0.634 -0.174
F -1.960 -3.402 2.195 -0.472 0.609 -0.018
C -2.598 -1.251 1.374 0.178 0.818 -0.830
F -1.272 -1.006 0.896 -1.401 -0.890 0.955
C -3.559 -0.308 0.968 -0.149 -1.230 0.429
S -3.132 0.901 -0.171 0.087 0.302 0.006
C -4.881 -0.582 1.437 0.261 0.703 -0.007
F -5.867 0.331 1.216 0.730 -0.789 0.077
C -5.199 -1.743 2.133 0.029 0.068 0.001
F -6.454 -1.955 2.594 0.738 0.073 -0.418
O -0.734 2.952 -4.001 0.114 -0.809 1.202
Se -1.461 2.226 -2.742 -0.663 1.375 -0.954
O -3.057 2.566 -2.860 1.527 -0.847 0.990
O -1.135 0.475 -2.632 -0.594 1.370 -1.222
O -0.672 2.465 -1.202 -1.290 -0.470 -1.855
Cl 3.079 -1.892 -1.412 0.535 0.886 0.435
C 1.557 -2.547 -1.783 -1.468 -0.804 -0.566
C 0.325 -1.874 -1.600 -0.587 0.604 0.397
C -0.832 -2.589 -1.935 1.240 -1.715 -0.432
Cl -2.444 -2.016 -1.765 -0.237 0.845 0.417
C -0.780 -3.905 -2.426 0.415 -0.165 0.012
Cl -2.192 -4.818 -2.743 -0.485 -0.178 -0.151
C 0.442 -4.527 -2.652 -0.158 0.641 -0.114
Cl 0.565 -6.041 -3.452 -0.378 -0.309 0.049
C 1.605 -3.845 -2.332 -0.383 0.457 0.241
Cl 3.066 -4.669 -2.635 0.875 0.038 0.059
```
Forces are in eV/Å.

Summary:
HOMO-LUMO gap	0.291	hartree
2S+1	1
strongest force on any atom	3.18	eV Å⁻¹
total charge	-1
ΔE to the lowest compared entry with this formula, charge and spin	0.0	kJ/mol

Löwdin population analysis, charges in e, atoms 1 to 4: 1.65 -0.08 -0.36 -0.04



No. 3
# C30H28BF4O18

A 7-piece molecular cluster, C30H28BF4O18 overall (ωB97M-V/def2-TZVPD, the OMol25 dataset).

XYZ file:
```
81
Properties=species:S:1:pos:R:3:forces:R:3
B -0.231 0.175 0.036 1.585 -1.178 0.887
F -0.226 -0.901 -0.885 -0.487 0.571 0.072
F -1.279 0.155 0.911 -1.310 -0.122 0.120
F 0.947 -0.040 0.885 0.059 0.385 -0.537
F -0.169 1.400 -0.587 -0.002 0.712 -0.719
C -3.282 5.803 -1.231 -5.604 3.779 -5.815
C -4.496 6.030 -2.299 8.087 1.806 6.028
C -5.351 4.899 -2.556 -2.367 -1.616 -0.970
O -6.311 5.099 -3.326 0.740 0.134 0.566
C -5.115 3.599 -1.934 7.382 1.762 4.183
C -3.822 3.358 -1.087 -4.977 0.339 -2.564
C -3.031 4.543 -0.630 0.204 0.536 -1.245
O -2.115 4.441 0.137 1.175 -1.034 1.452
O -3.490 2.137 -0.672 0.677 0.895 -0.561
O -4.705 7.326 -2.805 -1.767 -4.806 0.784
H -2.688 6.751 -1.100 -0.492 -1.530 0.279
H -5.443 2.686 -2.201 -2.056 -2.457 -1.345
H -2.523 2.044 -0.405 -1.178 0.455 0.047
H -5.627 7.030 -3.085 0.412 1.599 -0.779
C 2.394 5.152 -5.431 5.285 -0.822 4.588
C 3.542 4.972 -4.398 -2.712 1.725 -7.237
C 3.375 4.602 -3.007 -2.298 0.112 0.530
O 4.300 4.713 -2.255 2.120 0.000 1.058
C 2.053 4.264 -2.590 -5.459 0.020 -4.611
C 0.900 4.263 -3.638 2.926 -1.340 5.275
C 1.067 4.735 -5.045 1.890 0.422 0.019
O 0.195 4.763 -5.859 -2.064 -0.237 -0.618
O -0.316 3.745 -3.309 1.298 2.600 -3.267
O 4.801 5.259 -4.826 -2.505 -0.104 -0.978
H 2.581 5.501 -6.453 0.052 -0.216 0.646
H 1.749 4.120 -1.572 0.244 -0.349 0.330
H -0.225 3.226 -2.560 0.274 -1.706 2.770
H 5.413 5.157 -4.124 0.937 -0.256 1.667
C 2.095 -4.644 -3.414 -2.122 4.704 3.410
C 1.270 -3.819 -2.415 2.899 -1.689 -4.350
C 0.397 -4.505 -1.451 -2.877 -2.311 3.826
O -0.376 -3.995 -0.567 2.782 -0.458 -3.473
C 0.348 -6.034 -1.448 3.277 -1.937 -5.080
C 1.116 -6.852 -2.472 -2.510 4.486 3.118
C 2.134 -6.143 -3.364 -2.058 3.075 1.621
O 2.864 -6.759 -4.042 2.102 -2.063 -1.926
O 0.973 -8.136 -2.785 -1.545 -1.170 4.029
O 1.219 -2.462 -2.460 0.639 -2.408 -0.641
H 2.752 -3.951 -4.104 -1.304 -2.052 1.338
H -0.498 -6.498 -0.974 -0.043 -0.009 0.480
H 0.511 -8.529 -1.909 1.288 0.832 -3.163
H 0.336 -2.240 -2.158 -0.401 0.925 0.923
C 6.019 -0.901 3.941 -1.688 6.839 5.550
C 5.348 0.271 4.726 5.932 -2.691 1.012
C 4.036 0.818 4.487 -1.432 -0.084 -0.226
O 3.565 1.731 5.149 0.567 0.530 0.567
C 3.338 0.170 3.478 -3.358 -4.587 -5.562
C 3.865 -1.036 2.690 -3.686 6.142 0.341
C 5.212 -1.530 2.995 0.841 -3.940 -0.799
O 5.594 -2.637 2.573 -0.750 1.111 -0.345
O 3.212 -1.399 1.539 6.415 -3.796 3.465
O 5.977 0.890 5.861 -2.022 -0.188 -1.792
H 6.975 -1.252 4.365 -0.793 -0.007 -0.722
H 2.169 0.503 3.155 3.608 -0.770 1.045
H 2.536 -0.848 1.395 -4.931 3.713 -1.043
H 5.360 1.644 6.251 1.071 -2.237 -1.675
C -0.726 -4.861 2.838 2.735 0.661 -4.021
C -0.475 -3.470 3.395 -1.572 0.715 2.455
O -0.794 -3.186 4.578 0.946 -0.898 -3.010
C 0.103 -2.432 2.441 -4.571 0.685 3.306
H 0.323 -5.237 2.485 -1.427 0.349 1.113
H -1.162 -4.916 1.769 0.095 0.740 1.688
H -1.194 -5.557 3.441 -0.823 -1.109 1.503
H 0.621 -1.709 3.041 -0.606 1.069 0.034
H -0.734 -2.180 1.743 0.911 0.564 0.659
H 0.797 -2.875 1.942 4.265 -2.836 -3.711
C -4.248 -0.674 2.403 2.409 -2.593 -0.196
C -5.100 -1.242 3.466 -1.509 4.526 3.437
O -5.685 -0.458 4.277 1.287 -2.143 -2.154
C -5.241 -2.663 3.677 1.553 -2.775 -1.467
H -4.375 -1.351 1.536 0.155 0.773 -0.125
H -3.169 -0.934 2.740 -1.435 0.427 -0.496
H -4.239 0.377 2.189 -0.625 0.315 0.053
H -5.819 -3.095 2.910 -1.723 -0.012 -1.308
H -5.673 -3.016 4.561 -0.592 0.224 1.613
H -4.424 -3.387 3.424 0.559 1.278 0.638
```
Forces are in eV/Å.

Summary:
HOMO-LUMO gap	0.241	hartree
2S+1	1
strongest force on any atom	10.25	eV Å⁻¹
total charge	-1
ΔE to the lowest compared entry with this formula, charge and spin	66.0	kJ/mol

Löwdin population analysis, charges in e, atoms 1 to 4: -1.24 0.10 0.15 0.03